C34H53CoN7OSSi as an isolated structure, computed with wB97M-V/def2-TZVPD.

```
! wB97M-V def2-TZVPD RIJCOSX def2/J DEFGRID3
* xyz 1 1
Co 0.2425 -0.1848 0.1748
N 0.2145 -0.9200 2.0882
C 1.3037 -1.7334 2.6723
C 1.9098 -2.6968 1.6634
C 2.7448 -2.0208 0.5831
N 1.8850 -1.4167 -0.4512
H -0.2156 -0.3275 2.7931
H -0.5229 -1.5508 1.7531
H 0.9243 -2.2893 3.5322
H 2.0847 -1.0651 3.0413
H 1.1244 -3.2988 1.1959
H 2.5486 -3.3904 2.2128
H 3.4258 -2.7515 0.1398
H 3.3577 -1.2275 1.0203
H 1.3603 -2.1589 -0.9061
H 2.4578 -0.9811 -1.1679
C -0.2578 7.0488 4.1632
N -0.4576 6.3993 2.8835
C 0.0552 5.2146 2.5274
N 0.8408 4.5940 3.4358
S -0.2716 4.5083 1.0374
H -0.9051 7.9191 4.2158
H 0.7738 7.3865 4.2919
H -0.5273 6.3847 4.9871
H -1.0249 6.8428 2.1817
H 1.1176 5.0203 4.3019
H 1.2164 3.7017 3.1645
C -2.2746 2.1658 -1.3797
C -2.4379 0.9725 -0.4433
C -3.7806 1.0805 0.2886
C -1.3411 0.8338 0.6176
H -3.1291 2.2273 -2.0560
H -1.3890 2.0963 -2.0115
H -2.2214 3.0994 -0.8147
H -2.4848 0.0578 -1.0412
H -3.7710 1.9211 0.9877
H -3.9948 0.1661 0.8448
H -4.5939 1.2400 -0.4217
H -1.7536 0.2608 1.4499
H -0.9874 1.8015 0.9768
C 4.5580 1.8350 2.5954
C 3.2155 1.6310 3.2662
N 2.1703 1.5185 2.2555
C 2.3244 1.8455 0.9370
N 1.4394 1.3983 0.0835
C 1.4559 1.9263 -1.2845
C 2.1975 3.2419 -1.4052
C 3.5522 3.1029 -0.7535
N 3.3748 2.6306 0.6149
C 4.4202 2.9510 1.5802
H 4.8699 0.9195 2.0864
H 5.3161 2.0845 3.3365
H 3.0154 2.4792 3.9295
H 3.2116 0.7348 3.8877
H 1.4155 0.8733 2.4021
H 0.4219 2.0731 -1.5913
H 1.8926 1.1846 -1.9666
H 1.6315 4.0230 -0.8954
H 2.3049 3.5171 -2.4542
H 4.0667 4.0627 -0.7085
H 4.1921 2.4074 -1.3096
H 4.2101 3.9059 2.0745
H 5.3490 3.0683 1.0216
O -0.8348 -1.6736 -0.1218
Si -1.4680 -2.5581 -1.3254
C -3.3302 -2.4426 -1.2959
C -4.0743 -2.1620 -2.4434
C -5.4570 -2.0400 -2.3888
C -6.1200 -2.2005 -1.1814
C -5.3995 -2.4789 -0.0273
C -4.0185 -2.5941 -0.0867
C -0.8928 -4.3335 -1.1172
C 0.4060 -4.6939 -1.4979
C 0.9026 -5.9692 -1.2678
C 0.0983 -6.9209 -0.6547
C -1.1989 -6.5941 -0.2886
C -1.6881 -5.3144 -0.5213
C -0.7706 -1.9186 -2.9526
C -0.2261 -0.6356 -3.0100
C 0.3193 -0.1173 -4.1763
C 0.3256 -0.8907 -5.3278
C -0.2129 -2.1706 -5.3015
C -0.7513 -2.6772 -4.1264
H -3.5687 -2.0258 -3.3931
H -6.0165 -1.8183 -3.2886
H -7.1975 -2.1069 -1.1377
H -5.9154 -2.6024 0.9166
H -3.4659 -2.7956 0.8260
H 1.0325 -3.9784 -2.0253
H 1.9059 -6.2279 -1.5827
H 0.4771 -7.9196 -0.4791
H -1.8348 -7.3400 0.1711
H -2.7087 -5.0808 -0.2411
H -0.2683 0.0038 -2.1286
H 0.7222 0.8889 -4.1938
H 0.7433 -0.4961 -6.2449
H -0.2097 -2.7752 -6.1993
H -1.1554 -3.6841 -4.1210
*
```

Summary:
- energy relative to the best compared isomer or geometry (same formula, charge and spin) (eV) = 1.350
- HOMO-LUMO gap (spin up / spin down) (eV) = 7.554 / 7.545
- DFT total energy (eV) = -104934.519